[1]
10 unconnected molecules or ions with the total composition C48H124N8O18 at a distorted geometry. Source: OMol25; level of theory: ωB97M-V/def2-TZVPD.

Geometry (Å):
C -5.656 -0.300 -3.149
O -5.564 1.038 -2.626
C -6.064 1.224 -1.314
C -5.896 2.667 -0.854
N -4.443 2.975 -0.779
C -4.292 4.453 -0.679
C -4.679 5.243 -1.902
O -6.100 5.536 -1.972
C -6.365 6.464 -3.041
H -6.655 -0.722 -3.039
H -5.005 -0.991 -2.613
H -5.249 -0.295 -4.160
H -5.614 0.620 -0.526
H -7.126 0.990 -1.243
H -6.548 2.805 0.008
H -6.478 3.167 -1.628
H -4.169 2.497 -1.625
H -3.243 4.750 -0.664
H -4.683 4.836 0.264
H -4.458 4.716 -2.830
H -4.086 6.146 -2.055
H -7.427 6.638 -3.213
H -5.985 6.137 -4.009
H -5.997 7.470 -2.839
C 5.130 2.286 -2.353
O 3.780 2.710 -2.191
C 3.644 4.174 -2.081
C 2.140 4.507 -2.096
N 1.453 3.680 -1.078
C -0.008 3.503 -1.310
C -0.433 2.764 -2.561
O -1.824 2.763 -2.693
C -2.309 2.003 -3.785
H 5.122 1.233 -2.634
H 5.692 2.373 -1.423
H 5.748 2.734 -3.130
H 4.194 4.655 -2.891
H 4.074 4.470 -1.124
H 1.705 4.299 -3.073
H 1.962 5.554 -1.849
H 1.897 2.773 -1.086
H -0.477 4.483 -1.223
H -0.424 2.997 -0.439
H 0.044 1.784 -2.531
H 0.021 3.285 -3.404
H -2.355 0.935 -3.570
H -1.683 2.099 -4.672
H -3.324 2.265 -4.086
C 5.876 -3.853 0.135
O 5.946 -2.463 -0.040
C 7.159 -1.968 -0.550
C 8.189 -1.599 0.562
N 8.464 -2.726 1.442
C 9.460 -2.321 2.520
C 9.456 -3.212 3.759
O 10.441 -2.889 4.769
C 11.716 -3.417 4.513
H 5.957 -4.308 -0.852
H 4.956 -4.245 0.567
H 6.640 -4.158 0.850
H 6.908 -1.033 -1.052
H 7.663 -2.539 -1.330
H 7.685 -0.840 1.160
H 9.127 -1.158 0.224
H 7.596 -2.784 1.957
H 9.213 -1.305 2.828
H 10.452 -2.129 2.110
H 9.512 -4.268 3.497
H 8.536 -3.017 4.310
H 12.376 -3.103 5.321
H 12.106 -3.056 3.561
H 11.744 -4.503 4.430
C -8.640 -1.544 -5.110
O -7.744 -2.651 -5.158
C -6.754 -2.680 -6.227
C -5.753 -3.787 -5.975
N -5.103 -3.632 -4.662
C -4.476 -4.848 -4.132
C -3.768 -4.569 -2.838
O -4.766 -4.425 -1.819
C -4.340 -3.674 -0.723
H -9.293 -1.509 -4.238
H -9.306 -1.485 -5.970
H -8.132 -0.581 -5.158
H -6.380 -1.659 -6.145
H -7.348 -2.739 -7.139
H -4.971 -3.820 -6.733
H -6.297 -4.721 -6.119
H -5.840 -3.352 -4.030
H -3.736 -5.199 -4.851
H -5.174 -5.662 -3.939
H -3.051 -3.753 -2.754
H -3.156 -5.423 -2.546
H -3.395 -4.120 -0.413
H -5.082 -3.806 0.065
H -4.264 -2.621 -0.997
C 5.396 0.933 1.405
O 5.696 0.422 2.752
C 4.839 -0.696 3.163
C 5.062 -1.083 4.677
N 4.995 0.144 5.474
C 3.682 0.844 5.597
C 3.952 2.342 6.015
O 4.350 3.197 4.967
C 3.333 3.311 3.965
H 5.155 0.060 0.799
H 6.243 1.483 0.994
H 4.522 1.568 1.264
H 4.919 -1.597 2.554
H 3.782 -0.447 3.065
H 6.079 -1.476 4.688
H 4.338 -1.836 4.987
H 5.563 0.793 4.949
H 3.228 0.353 6.459
H 3.050 0.790 4.711
H 4.658 2.329 6.846
H 3.042 2.658 6.524
H 3.789 3.898 3.168
H 2.449 3.889 4.236
H 3.148 2.410 3.381
C -5.513 7.062 2.799
O -4.371 6.243 2.536
C -3.173 6.419 3.334
C -2.087 5.369 2.953
N -2.248 4.092 3.659
C -3.503 3.330 3.402
C -3.664 1.990 4.238
O -2.884 0.839 3.695
C -2.888 -0.263 4.588
H -5.946 6.998 3.797
H -6.253 6.859 2.024
H -5.369 8.115 2.556
H -3.377 6.084 4.351
H -2.806 7.444 3.373
H -1.126 5.803 3.229
H -2.049 5.247 1.870
H -2.207 4.250 4.655
H -3.782 3.393 2.350
H -4.251 4.025 3.784
H -4.720 1.769 4.390
H -3.285 2.113 5.252
H -2.466 -1.085 4.009
H -3.877 -0.495 4.982
H -2.278 -0.118 5.480
C 3.983 -4.323 -2.970
O 2.965 -5.224 -2.713
C 1.707 -4.878 -3.110
C 0.729 -5.939 -2.504
N 0.535 -5.728 -1.082
C -0.228 -4.611 -0.597
C -0.421 -4.671 0.929
O 0.771 -4.451 1.683
C 0.752 -4.261 3.090
H 4.071 -4.062 -4.025
H 4.880 -4.912 -2.777
H 3.950 -3.473 -2.289
H 1.751 -4.922 -4.198
H 1.445 -3.880 -2.760
H 1.177 -6.926 -2.615
H -0.250 -5.980 -2.980
H 1.449 -5.740 -0.653
H -1.199 -4.821 -1.046
H 0.210 -3.678 -0.952
H -0.780 -5.646 1.259
H -1.230 -3.985 1.179
H 0.160 -5.085 3.490
H 0.276 -3.341 3.429
H 1.794 -4.241 3.408
C 2.342 -1.563 0.253
O 2.330 -0.184 0.363
C 1.076 0.492 0.272
C 0.086 -0.062 1.347
N -1.142 0.757 1.416
C -2.086 0.676 0.299
C -2.717 -0.659 0.093
O -1.935 -1.605 -0.619
C -1.722 -1.329 -2.026
H 1.875 -1.877 -0.681
H 1.810 -2.076 1.055
H 3.385 -1.868 0.164
H 0.704 0.381 -0.747
H 1.178 1.570 0.396
H 0.615 -0.044 2.300
H -0.211 -1.081 1.101
H -1.642 0.507 2.257
H -1.729 1.097 -0.642
H -2.818 1.428 0.592
H -3.731 -0.516 -0.281
H -2.952 -1.021 1.093
H -1.345 -0.337 -2.275
H -2.652 -1.488 -2.571
H -1.092 -2.074 -2.510
O -0.013 3.139 2.493
H -0.298 2.265 2.227
H -0.780 3.523 2.917
O -2.597 -1.997 -5.307
H -3.497 -2.294 -5.175
H -2.483 -1.991 -6.257

Values from the calculation:
SMILES: COCCNCCOC.COCCNCCOC.COCCNCCOC.COCCNCCOC.COCCNCCOC.COCCNCCOC.COCCNCCOC.COCCNCCOC.O.O
Energy relative to the best compared isomer or geometry (same formula, charge and spin) in eV: 3.424
HOMO-LUMO gap in eV: 8.62
LUMO level in eV: 0.5
Strongest force on any atom in eV Å⁻¹: 3.0

***

[2]
A molecular structure, C3H11N2O at a distorted geometry. Source: OMol25; level of theory: ωB97M-V/def2-TZVPD.

Geometry (Å):
C 0.580 1.662 0.798
C -1.670 1.004 -0.311
C 1.047 -1.567 -0.710
N -0.286 0.545 0.127
N 0.233 -2.100 0.301
O 0.353 0.097 -1.030
H 0.128 2.636 0.703
H 0.930 1.519 1.818
H 1.402 1.792 0.124
H -1.705 1.529 -1.351
H -2.112 0.071 -0.601
H -2.102 1.525 0.502
H 0.785 -1.910 -1.725
H 2.119 -1.464 -0.516
H 0.981 -2.340 1.031
H -0.191 -0.226 0.937
H -0.491 -2.773 -0.098

Values from the calculation:
⟨S²⟩: 2.01
Net charge: +1
Spin multiplicity: 3
Energy relative to the best compared isomer or geometry (same formula, charge and spin) in eV: 3.682
HOMO-LUMO gap (alpha / beta) in eV: 6.22 / 7.03
LUMO level (alpha / beta) in eV: -3.0 / -7.8
Strongest force on any atom in eV Å⁻¹: 5.3

***

[3]
A molecular structure, C7H19InO6P at a distorted geometry. Source: OMol25; level of theory: ωB97M-V/def2-TZVPD.

Geometry (Å):
C 3.446 2.577 1.809
C 3.406 1.439 0.614
O 2.830 0.211 1.183
C 1.534 -0.135 0.580
C 0.411 1.058 0.604
In -1.530 0.352 1.632
O -1.344 0.928 3.643
P -3.407 1.700 0.480
O -2.836 2.117 -0.951
O -3.570 3.170 1.398
O -4.858 0.746 0.345
H 3.667 1.978 2.817
H 4.269 3.406 1.655
H 2.430 3.138 1.977
H 2.912 1.807 -0.381
H 4.539 1.179 0.341
H 1.618 -0.593 -0.515
H 1.090 -1.024 1.242
H 0.084 1.385 -0.492
H 0.727 2.022 1.195
H -1.679 -1.421 1.372
H -2.238 0.827 4.117
H -3.193 3.960 0.901
H -4.937 0.072 1.097
C -0.256 -4.153 -1.926
C -0.163 -2.684 -2.243
O 0.187 -1.868 -1.392
C -0.514 -2.253 -3.642
H 0.027 -4.316 -0.880
H -1.283 -4.499 -2.069
H 0.428 -4.715 -2.566
H -1.553 -2.515 -3.862
H 0.158 -2.731 -4.358
H -0.402 -1.167 -3.726

Values from the calculation:
Net charge: -1
HOMO-LUMO gap in eV: 7.41
LUMO level in eV: 2.8
Strongest force on any atom in eV Å⁻¹: 4.8

***

[4]
C3H7NO in the gas phase at a distorted geometry. Source: OMol25; level of theory: ωB97M-V/def2-TZVPD.

Geometry (Å):
O 1.514 0.275 0.910
C 1.078 -0.686 -0.022
C -0.384 -0.484 -0.397
C -1.586 1.063 0.665
N -0.771 0.946 -0.412
H 1.228 1.134 0.565
H 1.203 -1.666 0.450
H 1.681 -0.659 -0.940
H -0.655 -0.910 -1.361
H -0.932 0.635 1.464
H -1.080 -0.955 0.306
H -1.203 1.232 -1.287

Values from the calculation:
Energy relative to the best compared isomer or geometry (same formula, charge and spin) in eV: 4.440
HOMO-LUMO gap in eV: 9.02
LUMO level in eV: 0.5
Strongest force on any atom in eV Å⁻¹: 1.8

***

[5]
2 unconnected molecules or ions with the total composition C5H10Cl2Si at a distorted geometry. Source: OMol25; level of theory: ωB97M-V/def2-TZVPD.

Geometry (Å):
C 1.702 0.693 -0.690
C 2.327 -0.123 0.155
Si 2.461 0.135 1.998
Cl 4.284 0.065 2.628
Cl 1.513 -1.462 2.775
H 0.984 1.439 -0.369
H 1.619 0.285 -1.693
H 2.867 -1.022 -0.231
H 1.719 1.300 2.217
C -1.919 -0.774 0.370
C -1.611 -0.399 -0.812
C -2.585 0.433 -1.555
H -2.893 -0.639 0.655
H -1.228 -1.424 0.887
H -0.588 -0.501 -1.096
H -3.048 1.034 -0.804
H -3.401 -0.162 -2.023
H -2.202 1.121 -2.411

Values from the calculation:
SMILES: C=C[SiH](Cl)Cl.C=CC
Energy relative to the best compared isomer or geometry (same formula, charge and spin) in eV: 3.284
HOMO-LUMO gap in eV: 10.57
LUMO level in eV: 0.8
Strongest force on any atom in eV Å⁻¹: 3.3

***

[6]
A molecular structure, C26H31Br2N3O2PPdS2 at a distorted geometry. Source: OMol25; level of theory: ωB97M-V/def2-TZVPD.

Geometry (Å):
Pd -0.248 -0.128 -0.255
C 0.876 1.959 2.661
C 0.265 0.633 2.954
N -0.194 -0.204 2.071
C -0.723 -1.344 2.646
C -0.626 -1.374 4.001
S 0.107 0.059 4.575
C -1.395 -2.326 1.806
C -2.185 -3.347 2.231
S -2.883 -4.146 0.893
C -2.067 -3.058 -0.175
N -1.329 -2.184 0.442
C -2.240 -3.142 -1.650
H 0.494 2.332 1.711
H 1.963 1.871 2.604
H 0.641 2.674 3.447
H -0.952 -2.143 4.681
H -2.412 -3.644 3.242
H -1.929 -4.115 -2.031
H -1.645 -2.360 -2.109
H -3.287 -2.996 -1.919
Br 6.684 -0.228 0.134
C 4.800 -0.317 0.139
C 4.046 0.848 0.144
C 2.668 0.734 0.136
N 2.038 -0.445 0.128
C 2.772 -1.556 0.133
C 4.156 -1.544 0.137
H 4.521 1.819 0.147
H 2.038 1.615 0.136
H 2.232 -2.495 0.143
H 4.715 -2.469 0.140
C 1.550 2.378 -4.054
C 1.373 1.808 -2.645
P 0.247 0.359 -2.533
C 1.108 -0.870 -3.597
C 0.583 -2.302 -3.472
C -1.234 0.941 -3.455
C -2.504 0.124 -3.208
H 2.230 3.228 -4.012
H 0.608 2.733 -4.468
H 1.980 1.646 -4.738
H 0.967 2.566 -1.973
H 2.342 1.497 -2.251
H 2.160 -0.833 -3.299
H 1.038 -0.520 -4.626
H 0.514 -2.595 -2.423
H 1.254 -2.998 -3.974
H -0.401 -2.404 -3.930
H -0.988 0.966 -4.517
H -1.390 1.968 -3.114
H -2.473 -0.827 -3.740
H -3.378 0.672 -3.559
H -2.638 -0.059 -2.141
Br -5.658 6.592 1.438
C -4.473 5.176 1.007
C -3.476 5.384 0.068
C -2.597 4.354 -0.226
C -2.736 3.120 0.394
C -3.752 2.922 1.326
C -4.618 3.954 1.645
C -1.814 1.987 0.083
O -2.279 0.813 0.097
O -0.601 2.223 -0.175
H -3.381 6.343 -0.422
H -1.797 4.509 -0.939
H -3.853 1.954 1.796
H -5.398 3.812 2.380

Values from the calculation:
Net charge: +1
Energy relative to the best compared isomer or geometry (same formula, charge and spin) in eV: 1.610
HOMO-LUMO gap (alpha / beta) in eV: 6.70 / 6.70
LUMO level (alpha / beta) in eV: -3.9 / -3.9
Strongest force on any atom in eV Å⁻¹: 2.2

***

[7]
A molecular structure, C21H19NO5S2 at a distorted geometry. Source: OMol25; level of theory: ωB97M-V/def2-TZVPD.

Geometry (Å):
O -4.798 0.046 3.534
O -0.405 3.518 6.163
O 1.005 0.428 1.042
O -0.362 1.950 -0.290
N -0.887 -0.475 -0.143
O 0.937 1.656 6.443
S -2.360 1.692 4.339
C -3.827 -0.282 2.860
C -0.069 2.416 5.752
C -2.657 0.635 2.986
C -1.755 0.633 1.992
C -1.680 -0.325 0.918
C -4.906 -3.223 0.784
C -3.908 -3.291 -0.236
C -4.878 -2.306 1.825
C -2.957 -2.337 -0.218
C 3.180 -0.856 -2.881
C 1.613 1.416 -2.617
C -3.800 -1.324 1.863
C -2.830 -1.298 0.803
C 3.449 0.244 -3.629
C 2.642 1.304 -3.649
C 2.291 -0.634 -1.792
C 1.383 0.367 -1.668
C -0.551 1.791 4.435
C 4.552 0.038 -4.627
C 2.976 2.620 -4.517
C 2.040 -1.948 -1.002
S 0.252 0.622 -0.222
H 1.079 2.171 7.198
H -1.102 1.438 1.996
H -5.884 -3.827 0.753
H -4.037 -4.099 -0.935
H -5.710 -2.244 2.569
H -2.206 -2.431 -0.934
H 3.801 -1.785 -3.001
H 1.030 2.401 -2.452
H -0.141 2.431 3.670
H -0.106 0.837 4.283
H 4.278 -0.152 -5.696
H 5.157 0.956 -4.730
H 5.270 -0.784 -4.430
H 3.431 3.338 -3.807
H 3.560 2.363 -5.478
H 2.049 3.108 -4.836
H 0.956 -2.258 -1.114
H 2.247 -1.823 0.056
H 2.641 -2.718 -1.360

Values from the calculation:
Energy relative to the best compared isomer or geometry (same formula, charge and spin) in eV: 3.729
HOMO-LUMO gap in eV: 7.16
LUMO level in eV: -2.0
Strongest force on any atom in eV Å⁻¹: 6.0

***

[8]
2 unconnected molecules or ions with the total composition C8H13N2 at a distorted geometry. Source: OMol25; level of theory: ωB97M-V/def2-TZVPD.

Geometry (Å):
C -1.675 0.891 -1.014
C -1.343 -0.273 -0.339
C 0.050 -0.012 0.007
C -0.588 1.811 -1.113
C 1.010 -0.839 0.786
C 2.933 -1.034 1.736
C -2.269 -1.377 -0.058
C -0.666 3.137 -1.772
N 0.456 1.236 -0.533
N 0.754 -2.075 0.957
H -2.660 1.099 -1.320
H 3.546 -1.507 0.860
H 3.194 -0.007 1.990
H 2.498 -1.693 2.470
H -2.808 -1.203 0.870
H -2.874 -1.387 -0.985
H -1.812 -2.399 0.024
H 0.096 3.663 -2.132
H -1.369 2.962 -2.494
H -1.116 3.749 -0.936
H 1.474 1.604 -0.405
H 1.308 -2.630 1.578
H -0.062 -2.420 0.594

Values from the calculation:
⟨S²⟩: 2.01
Net charge: +1
Spin multiplicity: 3
Energy relative to the best compared isomer or geometry (same formula, charge and spin) in eV: 3.946
HOMO-LUMO gap (alpha / beta) in eV: 6.26 / 7.31
LUMO level (alpha / beta) in eV: -3.1 / -6.2
Strongest force on any atom in eV Å⁻¹: 5.5

***

[9]
A molecular structure, C28H17F8N8O2S3V at a distorted geometry. Source: OMol25; level of theory: ωB97M-V/def2-TZVPD.

Geometry (Å):
V 0.599 0.083 0.065
F 2.746 -0.403 6.013
C 2.839 -0.187 4.671
F 3.950 -0.808 4.249
F 2.987 1.155 4.505
C 1.526 -0.682 4.059
C 0.612 -1.468 4.710
C -0.572 -1.748 4.018
C -0.799 -1.223 2.743
N 0.162 -0.483 2.147
C 1.355 -0.321 2.700
S 2.502 0.235 1.563
H 0.664 -1.771 5.750
H -1.285 -2.396 4.403
H -1.641 -1.413 2.101
O 3.241 -0.255 -3.478
S 2.118 -0.779 -2.757
O 2.455 -1.912 -1.918
N 1.565 0.406 -1.718
C 1.706 1.722 -2.120
C 2.208 2.284 -3.353
C 2.053 3.653 -3.587
C 1.551 4.530 -2.602
C 1.228 4.100 -1.301
C 0.959 4.941 -0.203
C 0.832 4.297 1.026
C 0.858 2.917 1.119
N 0.944 2.173 0.105
C 1.218 2.688 -1.143
C 0.598 -1.007 -3.647
C 0.107 -0.058 -4.566
C -1.205 -0.261 -5.013
C -1.945 -1.409 -4.638
C -1.316 -2.373 -3.915
C -0.081 -2.180 -3.366
H 2.589 1.755 -4.150
H 2.296 3.861 -4.612
H 1.533 5.637 -2.687
H 1.098 6.019 -0.344
H 0.425 4.855 1.896
H 0.566 2.432 2.031
H 0.651 0.834 -4.800
H -1.691 0.491 -5.631
H -2.906 -1.566 -5.064
H -1.810 -3.321 -3.704
H 0.410 -2.948 -2.763
F -4.388 -0.172 4.177
C -3.894 0.108 3.021
C -4.070 -0.780 1.956
F -4.936 -1.800 2.221
C -3.406 -0.659 0.761
F -3.643 -1.626 -0.125
C -2.578 0.441 0.487
S -1.461 0.613 -0.870
C -2.752 1.444 1.477
F -2.206 2.655 1.278
C -3.428 1.317 2.707
F -3.505 2.200 3.669
N -1.070 -4.902 0.337
N -0.178 -3.885 0.249
N 1.088 -4.055 0.689
C 1.596 -2.856 0.482
N 0.651 -2.013 0.056
N -0.481 -2.655 -0.080
H -0.499 -5.685 0.675
H -1.391 -5.123 -0.632
H 2.648 -2.663 0.672

Values from the calculation:
⟨S²⟩: 0.95
Net charge: +1
Spin multiplicity: 2
Energy relative to the best compared isomer or geometry (same formula, charge and spin) in eV: 0.803
HOMO-LUMO gap (alpha / beta) in eV: 6.56 / 5.68
LUMO level (alpha / beta) in eV: -4.7 / -5.5
Strongest force on any atom in eV Å⁻¹: 4.3

***

[10]
2 unconnected molecules or ions with the total composition C2H8OS2. Source: OMol25; level of theory: ωB97M-V/def2-TZVPD.

Geometry (Å):
C 0.886 -2.851 -0.429
S 0.489 -1.108 -0.547
S 1.039 -0.424 1.299
H 0.679 -3.228 0.572
H 1.931 -3.084 -0.585
H 0.259 -3.408 -1.126
H 2.128 0.250 0.904
C -1.018 2.094 0.151
O -1.369 3.242 -0.603
H -1.210 2.217 1.211
H -1.538 1.176 -0.135
H 0.045 1.925 0.034
H -2.322 3.200 -0.745

Values from the calculation:
SMILES: CSS.CO
Energy relative to the best compared isomer or geometry (same formula, charge and spin) in eV: 0.859
HOMO-LUMO gap in eV: 9.59
LUMO level in eV: 0.6
Strongest force on any atom in eV Å⁻¹: 0.9

***

Number 1: DFT total energy -100548.3292 eV. Number 2: DFT total energy -8301.4342 eV. Number 3: DFT total energy -34314.3670 eV. Number 4: DFT total energy -6758.3108 eV. Number 5: DFT total energy -38270.1195 eV. Number 6: DFT total energy -210550.8651 eV. Number 7: DFT total energy -55479.5170 eV. Number 8: DFT total energy -11474.5571 eV. Number 9: DFT total energy -125252.0654 eV. Number 10: DFT total energy -25921.0761 eV.